Entry from OMol25: a structure of composition C24H45CeNO3P2 in a non-equilibrium geometry (wB97M-V/def2-TZVPD).

For the total energy, the calculation gives -2378.98433 Ha. As for the LUMO energy (alpha / beta): -7.339 / -7.318 eV. For the frontier orbital gap (alpha / beta), the calculation gives 7.31 / 7.33 eV.

The geometry in ORCA input format:
```
! RIJCOSX wB97M-V def2-TZVPD def2/J DEFGRID3
* xyz 2 1
Ce 0.18310 0.38594 0.34661
C 2.25253 -0.74583 1.09820
C 2.06694 -0.98958 -0.32651
C 2.57725 1.26811 -0.03351
C 2.58200 0.65058 1.26130
C 2.26928 0.27146 -1.02997
C 2.30920 -1.80012 2.15684
H 1.65191 -2.66330 1.96202
H 2.08011 -1.46434 3.17819
H 3.33653 -2.19207 2.16433
C 3.17873 1.21384 2.51052
H 3.04008 0.54149 3.36379
H 2.73592 2.17617 2.83875
H 4.23917 1.44842 2.33094
C 2.90892 2.67713 -0.36209
H 3.96291 2.73869 -0.67496
H 2.79171 3.32619 0.49988
H 2.30212 3.14233 -1.15976
C 2.60024 0.49250 -2.47079
H 3.68062 0.28842 -2.55804
H 2.44178 1.53193 -2.79723
H 2.06311 -0.16324 -3.17083
C 2.33551 -2.34040 -0.87358
H 3.40121 -2.53144 -0.64078
H 2.15847 -2.40399 -1.95047
H 1.73824 -3.12362 -0.38622
C -2.36673 -1.86681 -0.59503
C -1.39475 -2.74708 -0.37907
C -1.32241 -4.05405 -1.13409
C -0.88414 -3.92475 -2.63638
C -0.64777 -2.52279 -3.16566
C -1.66292 -1.68510 -3.38635
C -3.09799 -2.07629 -3.08272
C -3.49522 -2.14058 -1.56840
H -2.29734 -4.58025 -1.10758
H -1.69192 -4.37809 -3.23679
H -0.61002 -4.72634 -0.62460
H -3.95310 -3.13205 -1.37820
H -2.39733 -0.84424 -0.15234
H -0.52892 -2.57125 0.29699
H -4.29538 -1.39838 -1.39894
H -3.76613 -1.36161 -3.59610
H -1.52176 -0.69149 -3.83304
H -3.29580 -3.07349 -3.51516
H 0.02265 -4.53591 -2.79784
H 0.39588 -2.25606 -3.37652
P -0.90051 0.19159 2.92569
C 0.22217 0.76798 4.20441
H -0.45322 0.71423 5.05884
H 0.55695 1.78569 3.99668
H 1.07928 0.09094 4.28554
C -2.42839 1.15327 3.07483
H -2.62290 1.00144 4.14291
H -3.20170 0.70592 2.42648
H -2.24359 2.21047 2.81324
C -1.24974 -1.51407 3.42343
H -2.06981 -1.90315 2.79481
H -1.52151 -1.31749 4.46941
H -0.33063 -2.12249 3.31606
P -1.07136 2.27706 -1.22923
C -0.21207 2.45402 -2.82405
H -1.04660 2.82957 -3.42376
H 0.22468 1.51954 -3.21298
H 0.56423 3.22093 -2.65569
C -2.89403 2.16429 -1.19892
H -3.21632 1.40510 -1.93062
H -3.15110 3.20377 -1.44294
H -3.23708 1.90683 -0.17489
C -0.86087 3.99658 -0.68028
H -1.30287 4.47642 -1.56836
H 0.20731 4.23013 -0.53795
H -1.44327 4.15844 0.23923
O 1.75317 4.27318 1.70637
N 1.21999 3.31913 2.31177
O 0.94516 3.48828 3.49479
O 0.60816 2.14375 1.58638
*
```

Atomic partial charges in e from the Löwdin method, atoms 1 to 8:
1 Ce 0.958
2 C -0.302
3 C -0.348
4 C -0.253
5 C -0.244
6 C -0.292
7 C -0.003
8 H 0.092

=====

Entry from OMol25: a structure of composition C19H13AuCl5F5N3Se (wB97M-V/def2-TZVPD).

For the total energy, the calculation gives -6233.09085 Ha. As for the LUMO energy: -5.311 eV. For the frontier orbital gap, the calculation gives 6.20 eV.

The geometry in ORCA input format:
```
! RIJCOSX wB97M-V def2-TZVPD def2/J DEFGRID3
* xyz 1 1
Au 0.21519 -0.21247 0.94162
Cl 1.92634 0.08793 3.85875
C 1.84432 -1.50493 3.21653
C 0.95058 -1.72122 2.09952
C 0.52513 -3.04993 1.90845
Cl -0.50694 -3.38658 0.56837
C 0.84463 -4.08216 2.77467
Cl 0.26685 -5.65015 2.49329
C 1.67927 -3.85235 3.89833
Cl 2.09418 -5.13788 4.93461
C 2.16462 -2.59377 4.13310
Cl 3.19478 -2.27744 5.43634
C -4.36555 1.08612 -1.81836
C -4.09775 0.21746 -0.60562
N -2.67724 0.27322 -0.30550
C -1.89078 1.34946 -0.52839
N -0.61467 1.27524 -0.19358
C 0.25632 2.41827 -0.49838
C -0.50269 3.72037 -0.32911
C -1.69791 3.68782 -1.25355
N -2.44135 2.43889 -1.09733
C -3.83405 2.47689 -1.54154
H -5.43270 1.13596 -2.02940
H -3.86490 0.66150 -2.69067
H -4.36261 -0.82084 -0.79699
H -4.68929 0.56212 0.24791
H -2.20948 -0.53703 0.06717
H 0.63923 2.33296 -1.52329
H 1.11900 2.37898 0.16554
H 0.12655 4.57670 -0.56916
H -0.82942 3.81813 0.70837
H -1.37785 3.78541 -2.29569
H -2.38438 4.50943 -1.04179
H -3.87127 3.08958 -2.44355
H -4.44265 2.97589 -0.78010
F 3.50712 -1.07216 -4.04712
C 3.13590 -1.06199 -2.78900
C 3.32938 -0.05265 -1.91292
F 3.64819 1.19398 -2.23883
C 3.30614 -0.36734 -0.47773
F 3.43090 0.69431 0.29021
C 3.24712 -1.61251 0.07951
Se 3.59545 -1.90085 1.87465
C 3.18013 -2.57956 -0.98974
F 4.20394 -3.40380 -1.16105
C 2.45510 -2.13967 -2.06551
F 1.20711 -1.72934 -1.67305
*
```

Atomic partial charges in e from the Löwdin method, atoms 1 to 8:
1 Au 0.904
2 Cl 0.716
3 C -0.987
4 C -0.425
5 C -0.729
6 Cl 0.698
7 C -0.687
8 Cl 0.785

=====

Entry from OMol25: an isolated molecule of C6H12O (wB97M-V/def2-TZVPD).

For the total energy, the calculation gives -311.01847 Ha. As for the LUMO energy: 0.959 eV. For the frontier orbital gap, the calculation gives 10.54 eV. As for the SMILES: C=C(C)C[C@H](C)O.

The geometry in ORCA input format:
```
! RIJCOSX wB97M-V def2-TZVPD def2/J DEFGRID3
* xyz 0 1
C -2.45634 0.33372 0.41475
C -1.10870 0.14604 -0.23576
C -0.97156 -0.55991 -1.36253
O 0.92484 -1.57855 0.41664
C 1.30968 -0.22638 0.56810
C 2.45554 0.08353 -0.39121
C 0.10969 0.77064 0.42037
H -3.17452 -0.42130 0.07710
H -2.86251 1.31683 0.14494
H -2.40432 0.29735 1.50875
H -0.03452 -1.58020 0.27918
H -1.79786 -1.10615 -1.80686
H -0.01735 -0.62556 -1.87806
H 1.69728 -0.12140 1.58954
H 3.20973 -0.70779 -0.33858
H 2.92947 1.03209 -0.11474
H 2.11686 0.15870 -1.43114
H 0.43758 1.63546 -0.16830
H -0.16586 1.16019 1.40750
*
```

Atomic partial charges in e from the Löwdin method, atoms 1 to 8:
1 C -0.062
2 C -0.370
3 C 0.047
4 O -0.061
5 C -0.431
6 C -0.058
7 C -0.106
8 H 0.078

=====

Entry from OMol25: a cluster of 2 separate species, C8H15N4O2 in total in a non-equilibrium geometry (wB97M-V/def2-TZVPD).

For the total energy, the calculation gives -683.06750 Ha. As for the LUMO energy: -2.913 eV. For the frontier orbital gap, the calculation gives 10.77 eV.

The geometry in ORCA input format:
```
! RIJCOSX wB97M-V def2-TZVPD def2/J DEFGRID3
* xyz 1 1
C 1.43057 0.91349 -0.12746
C -0.14745 -0.19567 -1.08566
C 0.60817 -2.30571 0.49805
C 2.64387 1.76241 0.19764
C -2.42200 1.25905 0.71288
C -1.54192 -0.65437 2.25220
C 1.65972 0.38924 -2.60165
C -1.74766 -0.12823 0.87870
N 0.51419 0.76644 0.81972
N 1.03806 0.35999 -1.28979
N -0.36406 -2.89570 0.17597
N -0.42743 0.00849 0.22373
O -0.85181 -0.90816 -1.94052
O 1.63526 -1.77633 0.60544
H 3.62493 1.56557 -0.20553
H 2.62374 1.91306 1.28249
H 2.41289 2.68464 -0.33786
H -2.33400 1.50714 -0.35061
H -3.39600 0.93931 0.87404
H -2.03225 2.09112 1.19267
H -1.52192 -1.67507 2.44559
H -2.32160 -0.19258 2.88748
H -0.68665 -0.17818 2.66689
H 1.10064 -0.08001 -3.29590
H 1.75505 1.46642 -2.91520
H 2.57680 -0.25488 -2.67681
H -2.29625 -0.73811 0.14200
H -1.07365 -1.83340 -1.48494
H -0.45924 -3.80998 0.45643
*
```

Atomic partial charges in e from the Löwdin method, atoms 1 to 8:
1 C -0.279
2 C -0.348
3 C -0.383
4 C 0.036
5 C 0.003
6 C -0.030
7 C 0.055
8 C -0.325

=====

Entry from OMol25: a structure of composition C40H47BBrF4N3NbO6S in a non-equilibrium geometry (wB97M-V/def2-TZVPD).

For the total energy, the calculation gives -5621.66449 Ha. As for the LUMO energy: 1.879 eV. For the frontier orbital gap, the calculation gives 6.91 eV.

The geometry in ORCA input format:
```
! RIJCOSX wB97M-V def2-TZVPD def2/J DEFGRID3
* xyz -1 1
C -2.71507 -1.26277 3.18627
O -2.82735 -0.40591 2.06116
B -1.85077 -0.38514 1.11640
O -1.01634 -1.49584 1.04301
Nb -1.44452 1.40774 -0.35295
C -3.31303 0.84789 -1.47708
C -4.65957 0.84359 -0.74224
O -4.94624 -0.42335 -0.13483
C -1.21438 3.26546 -1.83682
C -1.90313 4.49099 -1.48379
O -1.49730 5.52363 -1.05443
Br -3.90160 4.38609 -1.76086
N -2.42268 2.67210 1.07240
C -2.00859 2.63001 2.19385
S -1.48464 2.55061 3.69440
O -0.44618 0.22334 -1.48571
C 0.90273 0.31307 -1.90644
C 1.17566 -0.67445 -3.07297
N 0.08713 -1.60951 -3.29442
C 0.42264 -3.00443 -3.49917
C -0.03098 -3.88006 -2.30396
C -1.47735 -4.31356 -2.48417
O 0.16303 -3.17244 -1.09000
C 0.51142 2.05771 0.67837
C 1.04407 3.35173 0.57658
C 2.24172 3.68719 1.19580
N 2.96021 2.84267 1.93491
C 2.46135 1.61828 2.06763
C 1.27771 1.19232 1.47803
H -1.78541 -1.05931 3.72135
H -2.77617 -2.31460 2.90266
H -3.55184 -1.03477 3.84706
H -0.33573 -1.38092 0.36823
H -3.40641 1.50964 -2.34430
H -3.15510 -0.17065 -1.85749
H -5.46303 1.06679 -1.45762
H -4.71966 1.60479 0.03581
H -5.37064 -0.96237 -0.80659
H -0.15628 3.50256 -1.96867
H -1.65038 2.86079 -2.75087
H 1.12959 1.33410 -2.22113
H 1.55263 0.04402 -1.07394
H 1.41572 -0.09972 -3.97508
H 2.06639 -1.24796 -2.80672
H -0.48382 -1.29027 -4.05983
H 1.49815 -3.15800 -3.64687
H -0.07833 -3.36577 -4.40029
H 0.61574 -4.76581 -2.27808
H -2.06741 -3.47503 -2.86241
H -1.54221 -5.14911 -3.18295
H -1.91474 -4.62394 -1.53179
H -0.67509 -3.07971 -0.62397
H 0.53161 4.13064 0.02169
H 2.64426 4.68922 1.08018
H 3.04002 0.92821 2.67497
H 0.97096 0.16404 1.64451
F -0.52598 3.33907 6.98092
C -0.54514 4.68136 7.07931
C -1.60296 5.37655 6.52825
C -1.61237 6.75863 6.64168
C -0.57842 7.42119 7.28973
C 0.47327 6.69555 7.83078
C 0.49640 5.31190 7.73044
H -2.38946 4.84039 6.01513
H -2.43281 7.31991 6.21475
H -0.59061 8.50005 7.36836
H 1.28515 7.20712 8.33114
H 1.30420 4.72382 8.14376
F -4.20511 -3.92459 4.45777
C -3.19945 -4.75753 4.78261
C -2.22702 -4.31099 5.65470
C -1.19035 -5.17173 5.98304
C -1.13677 -6.44836 5.44052
C -2.12707 -6.86771 4.56329
C -3.17293 -6.02054 4.22647
H -2.28517 -3.30780 6.05413
H -0.41826 -4.83869 6.66372
H -0.32232 -7.11233 5.69676
H -2.08504 -7.85917 4.13192
H -3.95573 -6.32281 3.54465
F 4.11593 0.29041 -1.38798
C 5.26552 0.93900 -1.10709
C 6.46090 0.28614 -1.33414
C 7.64280 0.95456 -1.04811
C 7.61274 2.24635 -0.54179
C 6.39393 2.87460 -0.32261
C 5.20323 2.22376 -0.60757
H 6.45621 -0.72287 -1.72345
H 8.59019 0.46073 -1.22130
H 8.53707 2.76122 -0.31588
H 6.36308 3.87826 0.07971
H 4.24466 2.69430 -0.43877
F 0.24514 -4.33288 -6.58410
C 0.36230 -3.50210 -7.64052
C 1.61921 -3.05853 -7.99776
C 1.73085 -2.19972 -9.08148
C 0.60084 -1.79820 -9.78028
C -0.65012 -2.25906 -9.39454
C -0.77953 -3.12161 -8.31552
H 2.48271 -3.37843 -7.43115
H 2.70748 -1.84076 -9.37756
H 0.69478 -1.12448 -10.62095
H -1.53407 -1.94325 -9.93227
H -1.74266 -3.49459 -7.99552
*
```

Atomic partial charges in e from the Löwdin method, atoms 1 to 8:
1 C -0.088
2 O -0.054
3 B -0.676
4 O 0.074
5 Nb 1.860
6 C -0.332
7 C -0.369
8 O -0.098